# 1
Below is a molecular structure, C26H19Cl2KN6O5, with properties calculated with the ωB97M-V functional and the def2-TZVPD basis.

Geometry (Å):
K -0.250 0.582 -1.076
C 0.241 -3.778 -4.185
C -0.188 -2.695 -3.400
N 0.409 -2.326 -2.290
C 1.494 -3.010 -1.890
C 1.995 -4.122 -2.593
C 1.331 -4.496 -3.774
C 3.139 -4.830 -2.096
C 3.750 -4.445 -0.956
C 3.285 -3.305 -0.222
C 3.908 -2.862 0.957
C 3.426 -1.747 1.592
C 2.323 -1.075 1.035
N 1.721 -1.477 -0.063
C 2.175 -2.575 -0.684
H -0.284 -4.015 -5.101
H -1.031 -2.087 -3.709
H 1.700 -5.340 -4.348
H 3.496 -5.684 -2.661
H 4.613 -4.982 -0.576
H 4.765 -3.404 1.343
H 3.880 -1.369 2.499
H 1.917 -0.176 1.491
C -1.979 3.681 1.043
C -1.196 3.903 2.340
C 0.178 4.360 2.144
N 1.247 4.771 2.044
H -3.041 3.608 1.271
H -1.692 2.740 0.579
H -1.846 4.481 0.319
H -1.148 2.984 2.924
H -1.681 4.662 2.960
N -2.757 4.424 -2.132
C -3.432 5.128 -2.769
N -4.116 6.014 -3.479
C -5.432 5.900 -3.420
N -6.597 5.898 -3.426
O -3.319 1.229 3.135
C -2.362 0.729 3.968
C -2.566 0.658 5.342
C -1.567 0.175 6.176
C -0.354 -0.220 5.638
C -0.156 -0.127 4.265
C -1.149 0.326 3.409
C -0.894 0.356 1.896
O -1.657 -0.330 1.197
O 0.083 1.051 1.521
H -4.090 1.478 3.652
H -3.515 0.989 5.757
H -1.741 0.120 7.245
H 0.437 -0.589 6.279
H 0.796 -0.407 3.829
Cl 2.623 -1.069 -5.162
C 1.334 0.168 -5.251
Cl 0.144 -0.316 -6.481
C 0.725 0.404 -3.821
O 1.583 0.764 -2.996
O -0.488 0.205 -3.674
H 1.808 1.074 -5.611

Properties
Highest occupied orbital energy: -2.637 eV
Total charge: -2
Maximum force: 0.571 eV/Å
Kohn-Sham gap: 6.4 eV
Total energy: -87823.4290 eV

Mulliken population analysis, charges in e, atoms 1 to 6: number 1, K, carries 0.7580; number 2, C, carries -0.6935; number 3, C, carries -0.4622; number 4, N, carries -0.1147; number 5, C, carries -0.1159; number 6, C, carries 1.4370

# 2
Below is 5 unconnected molecules or ions with the total composition C26H19FNO9 in a non-equilibrium geometry, with properties calculated with the ωB97M-V functional and the def2-TZVPD basis.

Geometry (Å):
N -0.427 3.623 -2.262
C -1.491 2.766 -1.545
C -0.833 2.394 -0.076
O -0.674 1.142 0.397
F -0.346 3.569 0.734
H 0.403 2.974 -2.302
H -1.712 1.836 -2.221
H -2.443 3.437 -1.354
C 0.050 -0.033 2.933
C -0.120 1.135 3.560
C 0.124 1.269 5.010
O -0.033 2.337 5.585
C 0.565 0.063 5.739
C 0.735 -1.105 5.111
C 0.491 -1.239 3.662
O 0.648 -2.307 3.086
H -0.126 -0.148 1.870
H -0.443 2.029 3.040
H 0.741 0.178 6.801
H 1.058 -1.999 5.632
C 1.710 -0.367 -4.220
C 1.683 -1.052 -5.367
C 1.329 -0.397 -6.642
O 1.302 -1.024 -7.693
C 1.008 1.043 -6.601
C 1.035 1.728 -5.453
C 1.389 1.074 -4.178
O 1.416 1.701 -3.128
H 1.967 -0.832 -3.276
H 1.917 -2.109 -5.415
H 0.751 1.508 -7.545
H 0.801 2.785 -5.406
C 1.330 -6.272 -6.496
C 1.303 -6.957 -7.643
C 0.949 -6.302 -8.918
O 0.922 -6.929 -9.968
C 0.628 -4.862 -8.876
C 0.655 -4.177 -7.729
C 1.009 -4.831 -6.454
O 1.036 -4.205 -5.404
H 1.587 -6.737 -5.552
H 1.537 -8.014 -7.691
H 0.371 -4.397 -9.820
H 0.421 -3.120 -7.682
C -2.591 3.730 10.745
C -1.536 2.910 10.731
C -0.886 2.520 9.464
O 0.079 1.768 9.450
C -1.445 3.073 8.215
C -2.501 3.893 8.229
C -3.151 4.283 9.495
O -4.116 5.035 9.509
H -3.081 4.026 11.665
H -1.113 2.498 11.639
H -0.956 2.777 7.294
H -2.923 4.306 7.320

Properties
Highest occupied orbital energy: -2.664 eV
Total charge: -1
Maximum force: 8.731 eV/Å
Kohn-Sham gap: 2.5 eV
Total energy: -49898.2537 eV

Mulliken population analysis, charges in e, atoms 1 to 6: number 1, N, carries -0.8586; number 2, C, carries -0.0933; number 3, C, carries 0.3616; number 4, O, carries -0.6044; number 5, F, carries -0.2950; number 6, H, carries 0.2804

# 3
Below is a molecular structure, C26H19FeN3O3S4, with properties calculated with the ωB97M-V functional and the def2-TZVPD basis.

Geometry (Å):
Fe -0.018 -0.399 0.316
C 3.845 -0.543 2.736
O 2.824 -1.358 3.422
C 1.733 -1.228 2.691
N 1.730 -0.432 1.704
C 3.041 0.257 1.686
C 3.696 0.341 0.330
C 3.299 -0.461 -0.729
C 3.892 -0.329 -1.979
C 4.904 0.601 -2.169
C 5.325 1.393 -1.105
C 4.719 1.267 0.136
C 0.496 -1.951 3.060
C 0.278 -2.685 4.210
C -0.996 -3.203 4.410
C -1.991 -2.973 3.467
C -1.651 -2.235 2.350
N -0.443 -1.743 2.159
C -2.532 -1.898 1.212
N -2.073 -1.259 0.218
C -3.152 -1.151 -0.788
C -4.362 -1.775 -0.043
O -3.790 -2.293 1.213
C -3.380 0.255 -1.288
C -3.002 1.363 -0.542
C -3.203 2.646 -1.039
C -3.798 2.825 -2.279
C -4.197 1.718 -3.023
C -3.983 0.439 -2.531
H 4.560 -1.222 2.282
H 4.337 0.071 3.482
H 2.858 1.273 2.034
H 2.536 -1.209 -0.588
H 3.563 -0.954 -2.800
H 5.367 0.710 -3.143
H 6.116 2.119 -1.248
H 5.033 1.907 0.957
H 1.079 -2.836 4.919
H -1.215 -3.780 5.299
H -2.998 -3.351 3.588
H -2.860 -1.765 -1.639
H -4.817 -2.609 -0.565
H -5.117 -1.040 0.213
H -2.547 1.234 0.430
H -2.892 3.504 -0.453
H -3.951 3.824 -2.669
H -4.661 1.853 -3.993
H -4.270 -0.425 -3.127
O 0.609 4.114 -4.742
C 0.466 3.324 -3.861
S 0.297 1.568 -4.128
C 0.213 1.114 -2.461
C 0.308 2.163 -1.509
S 0.268 1.984 0.163
S 0.469 3.767 -2.131
S 0.038 -0.524 -2.118

Properties
Highest occupied orbital energy (spin up / spin down): -10.089 / -11.298 eV
Total charge: +1
Maximum force: 0.839 eV/Å
Kohn-Sham gap (spin up / spin down): 6.4 / 6.8 eV
Energy above the lowest of the compared OMol25 structures with the same formula, charge and spin: 3.3 kcal/mol
Total energy: -115607.8794 eV
Spin multiplicity: 6

Mulliken population analysis, charges in e, atoms 1 to 6: number 1, Fe, carries 0.9705; number 2, C, carries -0.4606; number 3, O, carries -0.4381; number 4, C, carries 0.3702; number 5, N, carries 0.1567; number 6, C, carries -0.3001

# 4
Below is a molecular structure, C26H19I2IrN2O5 in a non-equilibrium geometry, with properties calculated with the ωB97M-V functional and the def2-TZVPD basis.

Geometry (Å):
Ir 0.071 -1.616 -0.374
O -6.507 2.901 0.296
C -6.544 1.656 0.354
O -7.499 0.858 0.310
C -5.148 0.978 0.527
C -4.262 1.434 1.497
C -3.046 0.786 1.654
N -2.656 -0.218 0.877
C -3.488 -0.637 -0.067
C -4.760 -0.100 -0.257
C -2.966 -1.699 -1.035
O -3.744 -2.471 -1.560
O -1.691 -1.635 -1.284
H -4.524 2.287 2.110
H -2.340 1.101 2.420
H -5.410 -0.521 -1.009
I 0.004 -6.848 -0.756
C 1.608 -5.541 -0.378
C 2.904 -6.013 -0.290
C 3.923 -5.122 0.000
I 5.884 -5.927 0.088
C 3.707 -3.747 0.210
C 4.689 -2.785 0.545
C 4.283 -1.444 0.731
C 2.985 -1.077 0.551
N 2.001 -1.961 0.185
C 2.369 -3.303 0.062
C 1.308 -4.178 -0.229
O 0.095 -3.692 -0.349
H 3.114 -7.061 -0.447
H 5.723 -3.072 0.666
H 5.009 -0.698 1.026
H 2.654 -0.058 0.689
C -0.901 1.566 -1.778
C 0.356 1.506 -0.888
C 1.555 1.291 -1.847
C 0.265 0.357 0.100
C 0.564 2.802 -0.113
C -0.336 3.863 -0.140
C -0.132 5.000 0.633
C 0.986 5.113 1.442
C 1.901 4.069 1.474
C 1.687 2.935 0.710
H -1.046 0.593 -2.247
H -0.783 2.321 -2.560
H -1.798 1.784 -1.200
H 1.428 0.336 -2.361
H 2.501 1.256 -1.307
H 1.602 2.096 -2.585
H 0.167 0.669 1.136
H -1.223 3.809 -0.757
H -0.858 5.803 0.601
H 1.137 5.996 2.052
H 2.784 4.138 2.099
H 2.396 2.120 0.772

Properties
Highest occupied orbital energy (spin up / spin down): -1.205 / -3.124 eV
Total charge: -2
Maximum force: 1.074 eV/Å
Kohn-Sham gap (spin up / spin down): 4.5 / 6.2 eV
Total energy: -59527.8757 eV
Spin multiplicity: 5

Mulliken population analysis, charges in e, atoms 1 to 6: number 1, Ir, carries 1.0981; number 2, O, carries -0.7322; number 3, C, carries 0.2185; number 4, O, carries -0.7150; number 5, C, carries 0.6039; number 6, C, carries -0.4806

- Look up the total energy of the third one.
  -115607.8794 eV